Entry from the Open Molecules 2025 dataset: a molecular structure, C31H75B5F20MgN7O5 in a non-equilibrium geometry (ωB97M-V/def2-TZVPD).

The geometry in XYZ format:
```
144
C31H75B5F20MgN7O5, DFT ωB97M-V/def2-TZVPD
Mg 0.0652 0.7101 -0.1599
C -3.3206 -2.3516 -0.2191
C -3.9770 -0.9783 -0.0108
N -5.5323 -1.1546 0.1780
C -5.7243 -2.1386 1.3619
C -6.2962 0.1593 0.5506
C -5.6160 0.8918 1.7224
C -6.2366 -1.8726 -1.0228
C -5.8457 -1.2929 -2.4319
O -6.1289 0.1285 -2.6630
C -5.2725 0.7234 -3.6027
H -2.2524 -2.2379 -0.4032
H -3.6928 -2.9721 -1.0344
H -3.2846 -3.0418 0.6238
H -3.9197 -0.3179 -0.8760
H -3.5367 -0.4168 0.8132
H -6.7948 -2.1646 1.5655
H -5.2308 -2.0104 2.3253
H -5.5011 -3.1853 1.1549
H -7.3202 -0.1578 0.7482
H -6.1720 0.8246 -0.3038
H -6.0083 1.8550 2.0486
H -4.6211 1.1840 1.3864
H -5.6129 0.4219 2.7059
H -7.3132 -1.7318 -0.9265
H -5.9247 -2.9171 -1.0223
H -6.2913 -1.8546 -3.2529
H -4.7764 -1.4103 -2.6079
H -4.2442 0.5040 -3.3150
H -5.3629 1.7737 -3.8799
H -5.4818 0.2326 -4.5531
C 1.2040 -2.9642 4.8265
C 1.7706 -3.5021 3.5312
N 0.8602 -4.5967 2.8564
C -0.3193 -3.8187 2.2382
C 1.6340 -5.2451 1.6977
C 2.7276 -4.3903 0.9898
C 0.2571 -5.6914 3.7865
C -0.9269 -6.5876 3.2446
O -0.5996 -7.2918 2.0507
C 0.0075 -8.5924 2.2476
H 1.1848 -3.5187 5.7647
H 0.1804 -2.6206 4.6772
H 1.8683 -2.1367 5.0754
H 2.7266 -4.0192 3.6141
H 1.7838 -2.6761 2.8201
H -0.9089 -3.5301 3.1084
H -0.8053 -4.4790 1.5199
H -0.0104 -2.9375 1.6759
H 1.0488 -5.6727 0.8836
H 2.0709 -6.1715 2.0705
H 3.5793 -4.0200 1.5603
H 2.3048 -3.4451 0.6493
H 3.0445 -4.8158 0.0376
H -0.1327 -5.1691 4.6602
H 1.0803 -6.3590 4.0411
H -1.8003 -5.9527 3.0961
H -1.2344 -7.2844 4.0244
H -0.6287 -9.3679 2.6743
H 0.8232 -8.4335 2.9529
H 0.4500 -9.0065 1.3416
C 8.3667 1.7871 -5.3392
C 8.1807 0.8532 -4.0478
N 6.8836 0.9466 -3.4052
C 6.6190 0.9938 -2.0318
C 5.2634 0.8813 -1.9115
N 4.7002 0.6990 -3.1685
C 5.6868 0.7859 -4.1045
C 3.3272 0.5642 -3.4881
H 8.1262 2.8276 -5.1208
H 7.7771 1.3892 -6.1651
H 9.3876 1.7953 -5.7210
H 8.9096 1.2185 -3.3244
H 8.3979 -0.1883 -4.2850
H 7.3956 1.0247 -1.2819
H 4.5992 1.0512 -1.0770
H 5.5616 0.8271 -5.1764
H 3.1927 0.2629 -4.5270
H 2.9755 1.5923 -3.4023
H 2.8347 -0.1019 -2.7797
C 5.4024 0.7354 2.9152
C 4.5618 1.7435 3.6063
O 4.5671 2.9269 3.2385
N 3.5798 1.3811 4.7684
H 4.0256 0.7264 5.3951
H 3.3608 2.1298 5.4099
C 2.1471 0.9727 4.2929
H 5.8625 0.0139 3.5904
H 6.1095 1.2056 2.2317
H 4.8251 0.0743 2.2689
H 1.6124 0.7163 5.2076
H 2.2866 0.0819 3.6805
H 1.8472 1.8726 3.7559
C 0.9092 3.4325 -4.0325
C -0.4873 3.3792 -4.6319
O -0.8534 2.4347 -5.3677
N -1.3616 4.6666 -4.5728
H -1.0413 5.2497 -3.8129
H -1.0565 5.1947 -5.3779
C -2.8751 4.2825 -4.6554
H 1.5366 2.5749 -4.2753
H 0.6180 3.4828 -2.9834
H 1.3816 4.3724 -4.3178
H -3.4801 5.1741 -4.8203
H -3.2826 3.6085 -3.9019
H -3.0565 3.7788 -5.6048
C -3.1211 4.8647 1.1371
C -2.6210 6.2460 0.9168
O -3.2406 7.3260 1.1124
N -1.3650 6.2616 -0.0181
H -0.8625 5.3860 0.0133
H -1.7403 6.4230 -0.9418
C -0.3887 7.3440 0.4943
H -2.5666 4.1843 1.7834
H -3.2165 4.3447 0.1839
H -4.1154 4.9100 1.5815
H -0.8244 8.3122 0.2480
H 0.5705 7.3204 -0.0229
H -0.2250 7.1485 1.5540
B -1.5006 1.8866 -1.6174
F -1.7773 1.0735 -0.4797
F -1.8738 1.1605 -2.7055
F -2.1068 3.0958 -1.4851
F -0.1216 1.9735 -1.5823
B -1.3581 -0.3063 2.6185
F -2.2053 0.7444 2.9476
F -2.1518 -1.4478 2.4950
F -0.8499 -0.1445 1.3189
F -0.2981 -0.4573 3.4469
B 2.4355 -0.0707 0.3685
F 2.8228 0.7577 1.4024
F 3.4909 -0.8897 0.0768
F 1.3307 -0.7718 0.6468
F 2.1106 0.6971 -0.7348
B 0.8166 3.4638 0.8307
F 0.2570 4.0397 2.0042
F 2.1792 3.5591 0.5991
F 0.5416 2.0573 0.9211
F 0.0988 4.0025 -0.1474
B 0.1010 -2.1321 -1.7996
F 1.3586 -2.3982 -2.3418
F -0.7399 -2.3957 -2.8691
F -0.1164 -3.0648 -0.8476
F -0.0640 -0.8312 -1.3748
```

Net charge ... +3
F_max ... 6.79 eV/Å
Highest occupied orbital energy ... -15.1 eV
Electronic energy ... -117215.7385 eV